No. 1
9
Properties=species:S:1:pos:R:3:mulliken_charge:R:1 method="wB97M-V/def2-TZVPD" spin_multiplicity=1 orbital_gap_ev=9.59 lumo_ev=0.33 total_charge=0
C -1.816 0.826 0.697 -1.040
C -0.603 0.226 0.403 0.399
C 0.804 -1.539 -1.806 -0.172
C 0.770 0.267 0.074 -0.108
C -1.665 -0.623 0.529 0.108
N 0.867 -0.694 -1.016 -0.022
H 0.970 1.360 -0.256 0.243
H 1.366 -0.243 0.859 0.242
H -2.011 -1.677 0.309 0.350

No. 2
17
Properties=species:S:1:pos:R:3:mulliken_charge:R:1 method="wB97M-V/def2-TZVPD" spin_multiplicity=1 orbital_gap_ev=10.23 lumo_ev=1.25 total_charge=0
C -2.056 -0.522 -0.005 -0.666
C -1.692 0.522 -1.019 -0.359
C -0.751 -0.317 -0.726 0.067
C 0.622 -0.853 -0.869 -0.394
C 1.446 -0.752 0.418 -0.310
C 1.385 0.448 1.314 -0.389
C 0.817 -0.620 1.771 -0.449
H -2.708 -1.355 -0.289 0.216
H -2.143 -0.250 1.052 0.177
H -2.043 1.378 -1.574 0.398
H 0.538 3.111 -0.847 0.209
H 0.554 -1.911 -1.160 0.330
H 1.142 -0.331 -1.683 0.230
H 2.396 -1.292 0.333 0.397
H 0.573 2.382 -0.707 -0.237
H 1.656 1.486 1.438 0.393
H 0.265 -1.122 2.551 0.386

No. 3
12
Properties=species:S:1:pos:R:3:mulliken_charge:R:1 method="wB97M-V/def2-TZVPD" spin_multiplicity=1 orbital_gap_ev="8.14 / 7.41" lumo_ev="-0.88 / -0.70" total_charge=0
N -0.736 0.084 -2.501 -0.640
N -0.532 -2.005 1.006 -0.443
Si 0.331 1.588 0.959 0.383
Si 0.019 -0.582 0.093 0.372
Cl 1.914 -1.340 -0.379 -0.275
H -0.814 1.007 -2.061 0.195
H 0.202 0.065 -2.854 0.219
H -1.457 -2.336 1.230 0.223
H 0.098 -2.523 1.641 0.240
H -0.521 1.982 2.093 -0.083
H -0.300 2.305 -0.136 -0.135
H 1.796 1.755 0.908 -0.057

No. 4
17
Properties=species:S:1:pos:R:3:mulliken_charge:R:1 method="wB97M-V/def2-TZVPD" spin_multiplicity=1 orbital_gap_ev=10.56 lumo_ev=0.89 total_charge=0
C 0.551 0.065 0.734 -0.665
N 0.011 1.036 -0.208 -0.091
C 0.703 1.571 -1.274 0.357
N 1.608 0.685 -1.886 -0.475
O 0.577 2.711 -1.695 -0.634
C -0.217 -1.245 0.554 -0.338
C -1.638 -1.010 1.249 -1.113
H 0.570 0.255 1.919 0.294
H 1.612 -0.137 0.462 0.424
H -0.631 1.754 0.223 0.272
H 1.328 -0.268 -2.101 0.216
H 1.899 1.151 -2.733 0.291
H -0.513 -1.667 -0.468 0.225
H 0.181 -2.131 1.106 0.313
H -1.661 -0.299 2.065 0.325
H -2.252 -0.537 0.423 0.270
H -2.129 -1.934 1.631 0.329

No. 5
24
Properties=species:S:1:pos:R:3:mulliken_charge:R:1 method="wB97M-V/def2-TZVPD" spin_multiplicity=1 orbital_gap_ev=7.36 lumo_ev=-1.62 total_charge=0
C -0.932 0.414 -0.900 -0.988
C 0.660 1.174 4.694 -1.163
C -0.255 -2.109 -1.681 -1.226
C -1.400 -0.365 -3.117 -1.632
C 0.896 -0.069 -2.462 -1.923
C 0.693 1.102 3.202 -0.362
C -0.428 -0.551 -1.920 2.197
O -1.118 1.567 1.348 -0.581
S -0.487 0.486 0.670 0.596
S 0.347 -0.555 2.612 -0.223
H 1.605 0.687 5.026 0.317
H 0.625 2.233 5.014 0.348
H -0.337 0.980 5.113 0.338
H 0.799 -2.257 -2.189 0.321
H -0.167 -2.459 -0.651 0.261
H -0.955 -2.670 -2.154 0.368
H -0.891 -0.837 -3.991 0.445
H -1.450 0.657 -3.435 0.433
H -2.478 -0.809 -3.001 0.313
H 1.726 -0.369 -1.894 0.502
H 0.786 1.027 -2.336 0.493
H 1.136 -0.321 -3.547 0.366
H 1.660 1.248 2.763 0.363
H -0.037 1.797 2.835 0.435

No. 6
67
Properties=species:S:1:pos:R:3:mulliken_charge:R:1 method="wB97M-V/def2-TZVPD" spin_multiplicity=1 orbital_gap_ev=8.78 lumo_ev=-7.49 total_charge=+3
Sc 0.302 0.383 -0.058 -0.161
N -0.961 0.117 2.015 -0.261
C 0.084 0.158 3.068 -0.970
C 1.145 -0.895 2.767 -0.805
N 1.845 -0.604 1.496 0.746
C 2.420 -1.850 0.948 -1.047
C 1.500 -2.482 -0.123 -0.435
N 0.094 -2.034 0.030 -0.337
C 2.904 0.381 1.795 -0.729
C 3.492 1.037 0.528 -1.027
N 2.590 0.877 -0.638 -0.313
H -1.506 -0.737 2.169 0.277
H -1.601 0.890 2.208 0.312
H 0.521 1.158 3.058 0.401
H -0.333 -0.032 4.065 0.563
H 1.870 -0.941 3.589 0.409
H 0.659 -1.872 2.702 0.461
H 3.389 -1.640 0.495 0.468
H 2.613 -2.563 1.758 0.515
H 1.825 -2.177 -1.122 0.172
H 1.580 -3.574 -0.068 0.554
H -0.433 -2.401 -0.763 0.121
H -0.295 -2.520 0.840 0.309
H 2.456 1.158 2.415 0.375
H 3.705 -0.091 2.375 0.545
H 3.622 2.103 0.729 0.381
H 4.480 0.618 0.319 0.434
H 2.633 1.738 -1.186 0.293
H 2.973 0.148 -1.243 0.308
N -6.140 0.422 -2.672 -0.254
C -5.230 0.352 -1.493 -0.693
C -3.827 -0.216 -1.822 -0.864
N -3.013 -0.366 -0.632 -0.338
H -7.043 0.843 -2.410 0.381
H -6.326 -0.521 -3.043 0.361
H -5.733 0.992 -3.426 0.351
H -5.704 -0.287 -0.742 0.393
H -5.122 1.355 -1.074 0.390
H -3.292 0.453 -2.502 0.395
H -3.928 -1.197 -2.297 0.506
H -3.500 -0.946 0.046 0.276
H -2.844 0.551 -0.228 0.139
O -0.979 1.829 -0.753 -0.464
C -0.244 2.712 -0.189 0.912
O 0.574 2.261 0.672 -0.413
C -0.333 4.126 -0.547 0.486
C 0.152 5.119 0.310 -0.232
C 0.052 6.449 -0.056 -0.761
C -0.506 6.798 -1.279 -0.443
C -0.980 5.814 -2.138 -0.733
C -0.904 4.484 -1.774 -0.381
H 0.580 4.837 1.261 0.505
H 0.410 7.217 0.612 0.442
H -0.570 7.838 -1.564 0.435
H -1.406 6.089 -3.090 0.433
H -1.262 3.706 -2.434 0.432
C 1.714 1.528 -4.011 -0.452
N 0.982 0.312 -4.297 -0.259
C 0.385 -0.437 -3.367 0.605
N -0.261 -1.538 -3.812 -0.422
O 0.402 -0.154 -2.142 -0.473
H 1.593 2.220 -4.840 0.391
H 2.782 1.325 -3.894 0.282
H 1.312 1.975 -3.099 -0.104
H 0.950 0.023 -5.262 0.226
H -0.182 -1.857 -4.761 0.198
H -0.718 -2.152 -3.159 0.184

For the records above, the corresponding molecular weight values read 77.1, 94.2, 126.7, 102.1, 178.3, 447.5 u.
For the records above, the corresponding ΔE to the lowest compared entry with this formula, charge and spin values read 3.192, 5.885, 4.205, 1.169, 6.755, 0.872 eV.
For the records above, the corresponding largest force on an atom values read 4.57, 0.39, 3.10, 3.45, 4.76, 2.14 eV Å⁻¹.